84
Properties=species:S:1:pos:R:3:forces:R:3 method="wB97M-V/def2-TZVPD" homo_lumo_gap_ev=2.80 largest_force_ev_per_a=1.8 total_charge=+1 homo_energy_ev=-9.25
C -0.904640 -0.552588 3.213814 0.2 0.0 -0.5
C 0.582722 -0.275443 3.382983 -0.2 -0.1 0.2
C 1.112951 1.082139 2.884564 -0.3 -0.2 0.2
C 0.553600 2.184837 3.803494 0.6 0.2 -0.2
C 0.940323 1.395440 1.375615 1.5 0.8 0.6
Cl 0.890623 -0.210591 0.436564 -1.6 0.2 0.1
C -0.120550 2.412749 0.844221 -1.2 0.5 -1.1
N 0.173321 3.792076 1.210197 -0.2 -0.3 0.6
P -1.972994 1.948043 1.086208 -0.5 -1.2 1.0
O -2.745020 2.244776 -0.362824 1.3 0.3 -0.2
Cl -2.773933 3.296678 2.373909 0.4 0.2 -0.4
N 0.175483 2.454515 -0.599502 0.0 0.4 0.4
C 1.614909 2.513779 -0.669156 0.3 0.5 -0.6
O 2.198828 2.814325 -1.678370 -0.5 -0.7 0.6
C 2.208437 2.108761 0.710755 0.7 -1.2 -1.0
S 3.478104 0.745510 0.401206 0.0 0.2 -0.4
P 2.967166 3.537750 1.722601 -1.0 1.0 0.4
O 4.230731 2.872879 2.446766 0.2 -0.2 -0.4
Br 3.864945 4.737219 0.067721 0.0 -0.1 0.0
H -1.178148 -0.706594 2.168155 0.1 -0.1 0.0
H -1.522033 0.257052 3.595508 -0.1 -0.1 0.2
H -1.143161 -1.469885 3.742881 -0.2 0.1 0.1
H 0.761831 -0.269467 4.458218 0.2 0.0 0.0
H 1.171307 -1.107164 2.999837 0.1 0.1 -0.2
H 2.194066 1.039985 3.045312 0.1 0.0 0.0
H 1.248677 3.024460 3.836261 -0.2 0.2 0.0
H -0.427306 2.555334 3.518629 -0.2 -0.1 0.1
H 0.498298 1.810189 4.821646 -0.1 -0.1 0.0
H -0.522061 4.378968 0.757060 0.3 0.1 -0.2
H 0.063701 3.962988 2.204371 0.2 -0.1 0.0
H -2.228073 2.790816 -0.983659 -0.4 0.5 0.1
H -0.236037 1.728853 -1.166128 0.3 0.0 -0.2
H 4.648083 1.403207 0.476182 -0.2 0.4 0.0
H 4.401033 3.348405 3.272263 0.1 -0.2 0.1
Na -2.034588 0.038851 -0.626238 -0.4 -1.6 -0.3
C 5.898903 -4.310845 -0.975057 0.0 0.0 0.1
C 5.279248 -2.988023 -0.623910 0.4 -0.2 0.2
O 5.634001 -2.291678 0.276830 -0.1 0.0 -0.2
C 4.103994 -2.523353 -1.512381 -0.7 0.3 -0.1
H 6.706787 -4.513860 -0.278210 0.0 0.0 0.0
H 5.157066 -5.108870 -0.905064 0.0 0.0 -0.1
H 6.300901 -4.285279 -1.990251 -0.1 -0.1 0.0
H 3.283547 -3.255016 -1.466304 0.1 -0.1 -0.1
H 4.464405 -2.417808 -2.548963 0.4 -0.3 -0.1
H 3.739872 -1.544709 -1.137529 0.3 -0.2 0.3
C -3.716220 -0.149102 8.080865 0.0 0.0 0.1
S -3.599336 -0.178899 6.291202 0.0 -0.1 0.0
O -2.150950 -0.259222 5.951150 0.0 0.2 0.1
C -4.103804 1.527585 6.038869 0.0 0.1 0.0
H -3.398129 -1.121301 8.450381 0.0 0.0 0.0
H -3.063305 0.629009 8.475732 0.0 0.0 0.0
H -4.750454 0.032824 8.372202 0.0 0.0 0.0
H -3.424767 2.192234 6.573757 0.0 0.0 0.0
H -5.125649 1.659170 6.393733 0.0 0.0 0.0
H -4.059966 1.733563 4.970922 0.0 0.0 0.0
C 7.259204 3.913526 0.095075 -0.2 0.0 0.1
C 8.603668 3.699961 -0.419503 0.2 0.0 0.0
N 9.663865 3.527250 -0.825030 -0.2 0.0 0.0
H 7.092314 4.964413 0.324595 0.1 0.0 0.0
H 6.513528 3.607649 -0.635360 0.1 0.0 -0.1
H 7.093540 3.338113 1.006292 0.1 -0.1 0.0
N -4.678145 -3.037022 -3.942279 -0.1 0.2 0.0
C -3.708857 -3.045257 -4.855545 0.1 -0.1 0.0
C -3.729249 -2.256711 -5.999765 -0.1 0.0 0.1
C -4.813567 -1.418092 -6.207985 0.0 0.0 0.0
C -5.831084 -1.401399 -5.266704 0.0 0.0 0.0
C -5.712796 -2.226467 -4.156297 0.0 0.0 0.0
H -2.885489 -3.721750 -4.649276 0.0 0.0 0.0
H -2.916069 -2.304087 -6.712474 0.0 0.0 0.0
H -4.867034 -0.791572 -7.088742 0.0 0.0 0.0
H -6.698381 -0.766481 -5.390348 0.0 0.0 0.0
H -6.486631 -2.243614 -3.395381 0.0 0.0 0.0
C -5.820076 -2.082063 -10.160902 0.0 0.0 0.1
Br -5.822885 -0.221119 -9.665503 0.0 0.1 -0.1
Br -4.060085 -2.845879 -10.010386 0.0 0.0 0.0
Br -7.115965 -3.078833 -9.154540 0.0 0.0 0.0
H -6.105149 -2.135148 -11.201299 0.0 0.0 0.0
O -0.595825 -5.250784 -0.913844 0.1 0.0 -0.1
Cl -1.660332 -4.625170 -1.655749 0.1 -0.2 0.0
O -2.938045 -5.045019 -1.176763 0.1 0.1 0.0
O -1.510834 -4.908533 -3.063761 0.1 0.0 0.0
O -1.533190 -3.174932 -1.480574 0.2 1.1 0.1
Ca 2.670774 -1.171382 -3.198945 -0.2 0.3 0.7
Br 5.246058 -0.014865 2.591956 0.1 -0.2 0.3